84
Properties=species:S:1:pos:R:3:forces:R:3:lowdin_charge:R:1 method="wB97M-V/def2-TZVPD" homo_ev=-2.720 total_charge=-1 gap_ev=4.420
C 4.6591 2.2741 7.0027 -0.3 0.4 0.1 -0.11
O 3.8747 2.4187 5.8332 0.3 -0.2 -0.1 -0.04
B 3.7592 1.3551 4.9530 0.0 0.1 -0.2 -0.66
O 3.8961 0.0628 5.5113 0.4 0.3 0.4 0.07
P 3.4400 1.7908 3.0231 -0.9 0.2 -0.1 0.55
C 3.0339 2.3200 1.2136 0.3 -0.2 -0.2 -0.27
C 5.3748 1.7038 2.6685 0.1 0.0 0.1 -0.29
C 6.2927 2.6920 3.4265 1.7 0.1 -0.2 -0.19
C 5.9539 4.1232 3.2172 0.3 0.2 0.4 -0.24
F 6.1243 4.5985 1.9501 -1.4 -0.5 -0.4 0.05
C 5.4049 4.9353 4.1271 0.0 0.1 0.1 -0.32
F 5.9553 5.1472 5.3336 -0.8 -1.1 0.5 0.10
F 4.2668 5.6008 4.0425 0.7 1.0 -0.5 0.13
C 3.1939 -0.1131 2.5222 0.2 -0.2 -0.1 -0.27
C 1.9382 -0.7502 3.0333 -0.1 -0.1 -0.3 -0.43
C 0.6643 -0.3283 2.3278 -0.2 -0.3 0.3 -0.07
F 2.0397 -2.1790 2.8228 0.0 0.0 0.1 -0.11
H 5.1282 3.2404 7.2013 0.0 0.0 0.0 0.08
H 5.4530 1.5341 6.8851 -0.1 -0.1 0.1 0.08
H 4.0348 2.0206 7.8630 0.1 -0.2 0.0 0.08
H 4.7419 -0.3248 5.2688 -0.2 -0.3 -0.3 0.09
H 1.9675 1.8509 3.3666 0.1 0.0 0.0 -0.01
H 3.4855 3.2082 3.3754 0.2 -0.1 0.1 -0.01
H 3.6654 1.8109 0.4736 0.0 -0.1 0.1 0.01
H 1.9936 2.1078 0.9538 0.1 0.1 0.2 -0.01
H 3.2145 3.3935 1.0901 -0.1 0.0 0.1 0.02
H 5.7179 0.7046 2.9696 0.0 0.0 0.0 0.06
H 5.6254 1.7758 1.6060 -0.1 0.1 0.0 0.06
H 7.3143 2.5205 3.0504 0.0 0.0 0.1 0.10
H 6.3668 2.4920 4.4982 -0.4 0.1 0.1 0.11
H 3.1666 -0.1929 1.4304 0.1 0.1 0.0 0.07
H 4.0391 -0.7317 2.8441 0.0 0.1 0.2 0.06
H 1.8157 -0.6466 4.1130 0.1 0.0 0.0 0.12
H -0.0864 -1.1072 2.4918 0.0 0.0 0.0 0.07
H 0.2878 0.5909 2.7721 0.1 0.2 -0.2 0.06
H 0.8061 -0.2105 1.2534 0.1 0.1 0.0 0.06
C -0.7010 1.9294 -0.5525 0.1 -0.1 0.0 -0.34
O -0.0981 2.7174 0.1429 -0.3 0.1 -0.1 0.02
N -1.9463 2.1359 -1.0447 0.1 -0.1 0.0 -0.20
C -2.6177 1.1531 -1.8693 -0.1 0.2 0.2 -0.06
C -2.6113 3.3826 -0.7265 0.1 0.0 0.0 -0.05
H -0.2773 0.9546 -0.8505 0.0 0.0 0.0 0.14
H -2.8473 1.5854 -2.8460 -0.1 -0.1 0.0 0.07
H -3.5519 0.8400 -1.3969 0.0 -0.1 -0.1 0.08
H -1.9850 0.2812 -2.0127 0.0 0.0 0.0 0.06
H -2.0279 4.2311 -1.0887 0.0 0.0 0.0 0.09
H -2.7197 3.4933 0.3537 0.0 0.0 0.0 0.09
H -3.5948 3.3918 -1.1932 0.0 0.0 0.0 0.08
C -1.1766 -1.3767 -4.9481 0.0 -0.1 0.1 -0.34
O -0.9375 -0.9460 -3.8385 0.0 0.0 0.0 0.02
N -1.6490 -0.6422 -5.9734 0.0 0.0 -0.1 -0.19
C -1.9086 -1.2153 -7.2748 0.0 0.1 0.1 -0.06
C -1.9049 0.7717 -5.7534 0.0 0.0 0.1 -0.03
H -1.0186 -2.4372 -5.2168 0.0 0.0 0.0 0.12
H -1.3011 -0.7252 -8.0389 0.0 0.0 0.0 0.09
H -2.9618 -1.1015 -7.5409 0.0 0.0 0.0 0.09
H -1.6645 -2.2764 -7.2637 0.0 0.0 0.0 0.08
H -0.9898 1.2806 -5.4491 0.0 0.0 0.0 0.10
H -2.6427 0.9004 -4.9624 0.0 0.0 0.0 0.08
H -2.2790 1.2143 -6.6736 0.0 0.0 0.0 0.09
C -5.3878 -1.6999 -1.6653 0.2 -0.1 -0.2 -0.35
O -5.6344 -0.9042 -2.5583 -0.1 0.1 0.1 -0.01
N -6.1008 -1.8214 -0.5301 0.0 0.0 0.0 -0.19
C -5.7449 -2.7908 0.4897 -0.1 0.1 0.0 -0.05
C -7.2491 -0.9582 -0.3338 0.1 0.0 -0.1 -0.05
H -4.5454 -2.4028 -1.7244 0.0 0.0 0.1 0.11
H -6.5652 -3.4966 0.6440 0.0 0.0 0.0 0.09
H -5.5347 -2.2846 1.4340 0.0 -0.1 0.0 0.09
H -4.8581 -3.3394 0.1778 0.0 0.0 0.0 0.06
H -7.9798 -1.1081 -1.1302 0.0 0.0 0.0 0.09
H -6.9465 0.0896 -0.3518 0.0 0.0 0.0 0.09
H -7.7068 -1.1857 0.6263 0.0 0.0 0.0 0.08
C -2.8737 -4.7305 -2.2154 0.1 0.0 0.0 -0.35
O -3.0103 -4.1573 -1.1495 -0.1 0.0 0.0 0.00
N -1.7184 -4.7827 -2.9003 0.0 0.0 -0.1 -0.19
C -1.6038 -5.4862 -4.1569 0.1 0.1 0.1 -0.06
C -0.5500 -4.1032 -2.3495 -0.1 0.0 0.1 -0.03
H -3.7020 -5.2634 -2.7141 0.0 0.0 0.0 0.13
H -0.8569 -6.2799 -4.0859 0.0 0.0 0.0 0.09
H -1.3061 -4.8023 -4.9554 0.0 0.0 0.0 0.07
H -2.5625 -5.9309 -4.4192 0.0 0.0 0.0 0.08
H -0.3051 -4.5093 -1.3683 0.0 0.0 0.0 0.10
H -0.7481 -3.0379 -2.2384 0.0 0.0 0.0 0.08
H 0.2930 -4.2445 -3.0221 0.0 0.0 0.0 0.09